<w>
DFT (ωB97M-V/def2-TZVPD) results for an isolated molecule of C8H8S.

ORCA input file:
```
! wB97M-V def2-TZVPD RIJCOSX def2/J DEFGRID3
* xyz 0 1
C 1.377 -1.587 0.008
C 2.313 -0.688 -0.576
C 0.174 -1.058 0.510
C 1.878 0.573 -0.801
C -0.113 0.225 0.423
C 0.646 1.056 -0.400
C -1.559 0.584 0.890
C -2.623 0.831 -0.152
S -3.605 -0.405 -0.481
H 1.593 -2.648 -0.004
H 3.122 -1.162 -1.059
H -0.296 -1.760 1.032
H 2.578 1.201 -1.265
H -1.776 -0.410 1.316
H -1.535 1.367 1.660
H -2.680 1.769 -0.581
H 0.505 2.111 -0.521
*
```

The value obtained for the HOMO energy is -8.70 eV. Its lowest unoccupied orbital energy is -0.2531 eV. Its SMILES is S=CCc1ccccc1. As for the molar mass: 136.2 g mol⁻¹. Its HOMO-LUMO gap is 8.4 eV.


<x>
DFT (ωB97M-V/def2-TZVPD) results for an isolated molecule of C8H8S.

ORCA input file:
```
! wB97M-V def2-TZVPD RIJCOSX def2/J DEFGRID3
* xyz 0 1
C -1.179 1.891 -1.198
C -0.866 1.811 -2.463
C -0.740 0.869 -0.314
C 0.045 -0.012 -1.051
C -0.972 0.848 1.016
C 0.180 -1.398 1.012
C 0.740 -1.138 -0.274
C 1.041 -1.635 2.239
S 0.242 0.405 -2.642
H -1.762 2.732 -0.789
H -1.257 2.451 -3.321
H -1.831 1.312 1.380
H 0.706 -2.166 -0.751
H 1.784 -0.869 -0.397
H 0.490 -2.099 3.103
H 1.535 -0.730 2.524
H 1.843 -2.272 1.927
*
```

The value obtained for the HOMO energy (spin up / spin down) is -6.86 / -7.76 eV. Its lowest unoccupied orbital energy (spin up / spin down) is -0.5099 / -0.3464 eV. As for the molar mass: 136.2 g mol⁻¹. Its HOMO-LUMO gap (spin up / spin down) is 6.4 / 7.4 eV.


<y>
DFT (ωB97M-V/def2-TZVPD) results for an isolated molecule of C8H8S.

ORCA input file:
```
! wB97M-V def2-TZVPD RIJCOSX def2/J DEFGRID3
* xyz 0 1
C -0.114 -1.666 -1.344
C 0.043 0.253 0.067
C 0.025 -0.252 -1.179
C -0.248 -1.267 1.166
C -0.101 -0.698 2.393
C 0.116 0.657 2.439
C 0.393 1.236 1.040
C 0.074 0.550 -2.492
S -0.365 -2.547 0.095
H -0.435 -2.129 -2.338
H -0.563 -1.111 3.310
H 0.276 1.202 3.316
H 1.399 1.763 1.131
H -0.352 2.059 0.975
H -1.005 0.723 -2.783
H 0.549 1.405 -2.457
H 0.310 -0.178 -3.340
*
```

The value obtained for the HOMO energy (spin up / spin down) is -7.13 / -7.13 eV. Its lowest unoccupied orbital energy (spin up / spin down) is 0.1269 / 0.1252 eV. Its SMILES is Cc1csc2c1CC=C2. As for the molar mass: 136.2 g mol⁻¹. Its HOMO-LUMO gap (spin up / spin down) is 7.3 / 7.3 eV.


<z>
DFT (ωB97M-V/def2-TZVPD) results for an isolated molecule of C8H8S.

ORCA input file:
```
! wB97M-V def2-TZVPD RIJCOSX def2/J DEFGRID3
* xyz 0 1
C -2.107 1.433 -0.074
C -3.170 0.581 -0.013
C -0.790 0.793 0.029
C -0.921 -0.590 0.000
C 0.569 1.235 -0.085
C 1.304 -0.194 0.001
C 0.294 -1.244 -0.152
C 2.666 -0.586 0.112
S -2.556 -1.091 0.004
H -2.047 2.486 -0.216
H -4.270 0.823 -0.039
H 0.984 2.175 0.216
H 0.654 -1.981 0.594
H 0.218 -1.787 -1.112
H 2.935 -1.433 -0.453
H 2.835 -0.811 1.226
H 3.402 0.192 -0.039
*
```

The value obtained for the HOMO energy is -7.22 eV. Its lowest unoccupied orbital energy is 0.5076 eV. Its SMILES is CC1=Cc2ccsc2C1. As for the molar mass: 136.2 g mol⁻¹. Its HOMO-LUMO gap is 7.7 eV.


<w> comes first in stability; the runner-up is 21.8 kcal/mol higher.


<w>
DFT (ωB97M-V/def2-TZVPD) results for the ion C5H7N4 with charge +1.

ORCA input file:
```
! wB97M-V def2-TZVPD RIJCOSX def2/J DEFGRID3
* xyz 1 1
C -3.034 -0.902 0.004
C -2.918 0.239 0.740
C -1.836 -0.885 -0.640
C 1.183 -0.383 0.013
C 0.226 0.579 -0.703
N -1.773 0.871 0.549
N -1.117 0.217 -0.469
N 1.042 -1.613 -0.143
N 2.107 0.333 0.782
H -3.819 -1.651 0.021
H -3.531 0.358 1.608
H 0.331 1.545 -0.278
H 0.422 0.599 -1.781
H 1.708 -2.340 0.239
H 1.680 1.250 0.973
H 2.785 -0.214 1.340
*
```

The value obtained for the HOMO energy (spin up / spin down) is -13.71 / -13.87 eV. Its lowest unoccupied orbital energy (spin up / spin down) is -8.1757 / -8.3812 eV. Its SMILES is [H]/N=C(\N)C[N+]1=C=CC=N1. As for the molar mass: 123.1 g mol⁻¹. Its HOMO-LUMO gap (spin up / spin down) is 5.5 / 5.5 eV.


<x>
DFT (ωB97M-V/def2-TZVPD) results for the ion C5H7N4 with charge +1.

ORCA input file:
```
! wB97M-V def2-TZVPD RIJCOSX def2/J DEFGRID3
* xyz 1 1
C -1.952 1.656 1.436
C -0.994 1.197 2.342
C -0.591 0.460 0.329
C 0.858 -1.146 -2.317
C 1.670 -1.287 -0.994
N -1.692 1.199 0.219
N -0.230 -0.350 -1.869
N -0.139 0.442 1.631
N 0.011 -0.197 -0.655
H -2.800 2.286 1.622
H -0.894 1.358 3.396
H 1.410 -0.641 -3.118
H 0.503 -2.099 -2.721
H 1.632 -2.216 -0.448
H 2.519 -0.641 -0.839
H 0.687 -0.022 1.982
*
```

The value obtained for the HOMO energy is -13.15 eV. Its lowest unoccupied orbital energy is -5.7146 eV. As for the molar mass: 123.1 g mol⁻¹. Its HOMO-LUMO gap is 7.4 eV.


<x> comes first in stability; the runner-up is 54.9 kcal/mol higher.


<w>
DFT (ωB97M-V/def2-TZVPD) results for an isolated molecule of C3H6N2.

ORCA input file:
```
! wB97M-V def2-TZVPD RIJCOSX def2/J DEFGRID3
* xyz 0 1
C 1.022 0.141 -0.901
C 0.321 1.244 -0.079
C 0.186 -0.351 0.303
N -1.596 -1.569 1.073
N -1.069 -0.798 0.120
H 0.715 0.213 -1.948
H 2.107 -0.082 -0.832
H 0.757 1.747 0.810
H -0.571 1.703 -0.639
H 0.722 -0.474 1.163
H -2.594 -1.773 0.931
*
```

The value obtained for the HOMO energy is -9.10 eV. Its lowest unoccupied orbital energy is 0.6207 eV. Its SMILES is [H]/N=N/C1CC1. As for the molar mass: 70.1 g mol⁻¹. Its HOMO-LUMO gap is 9.7 eV.


<x>
DFT (ωB97M-V/def2-TZVPD) results for an isolated molecule of C3H6N2.

ORCA input file:
```
! wB97M-V def2-TZVPD RIJCOSX def2/J DEFGRID3
* xyz 0 1
C 2.159 0.083 -0.103
C -1.486 -0.561 0.133
C -1.219 0.912 -0.008
H 2.991 0.084 0.588
H 2.404 -0.049 -1.047
H -1.719 -1.009 1.049
H -2.168 -1.206 -0.559
H -0.979 1.061 1.234
H -1.580 1.794 -0.781
N 0.914 -0.116 0.425
N -0.296 -0.352 -0.513
*
```

The value obtained for the HOMO energy is -9.10 eV. Its lowest unoccupied orbital energy is 1.0639 eV. Its SMILES is C=NN1CC1. As for the molar mass: 70.1 g mol⁻¹. Its HOMO-LUMO gap is 10.2 eV.


<w> comes first in stability; the runner-up is 54.7 kcal/mol higher.


<w>
DFT (ωB97M-V/def2-TZVPD) results for an isolated molecule of C3H6N2.

ORCA input file:
```
! wB97M-V def2-TZVPD RIJCOSX def2/J DEFGRID3
* xyz 0 1
C -0.236 0.465 1.842
N 0.107 0.065 0.499
C -0.022 -0.700 -2.307
C 0.192 0.351 -1.564
N 0.270 1.070 -0.556
H 0.459 1.150 2.341
H -0.235 -0.487 2.385
H -1.256 0.851 1.897
H 1.000 -0.409 0.507
H 0.773 -1.408 -2.503
H -1.052 -0.947 -2.542
*
```

The value obtained for the HOMO energy is -8.90 eV. Its lowest unoccupied orbital energy is 1.0328 eV. Its SMILES is C=C=NNC. As for the molar mass: 70.1 g mol⁻¹. Its HOMO-LUMO gap is 9.9 eV.


<x>
DFT (ωB97M-V/def2-TZVPD) results for an isolated molecule of C3H6N2.

ORCA input file:
```
! wB97M-V def2-TZVPD RIJCOSX def2/J DEFGRID3
* xyz 0 1
C -0.204 -0.455 0.830
C 1.166 -0.056 0.060
C -0.593 0.509 -1.191
H -0.218 -1.482 1.053
H -0.132 -0.064 1.871
H 1.978 -0.757 -0.236
H 1.746 0.643 0.709
H -1.048 0.827 -2.156
H -2.181 0.376 0.354
N 0.693 0.518 -1.172
N -1.207 -0.060 -0.122
*
```

The value obtained for the HOMO energy is -8.46 eV. Its lowest unoccupied orbital energy is 0.9517 eV. Its SMILES is C1=NCCN1. As for the molar mass: 70.1 g mol⁻¹. Its HOMO-LUMO gap is 9.4 eV.


<x> comes first in stability; the runner-up is 41.4 kcal/mol higher.


<w>
DFT (ωB97M-V/def2-TZVPD) results for an isolated molecule of C8H12N2.

ORCA input file:
```
! wB97M-V def2-TZVPD RIJCOSX def2/J DEFGRID3
* xyz 0 1
C 2.500 -0.566 0.641
C 1.212 0.131 0.364
C 1.058 1.516 0.257
C -0.140 2.139 -0.121
C -1.199 1.406 -0.348
C -1.045 -0.022 -0.460
C -2.311 -0.800 -0.540
C 0.137 -0.654 -0.072
H 3.510 -0.145 -1.131
H 2.419 -1.493 -1.209
H 2.275 -1.558 1.211
H 3.166 0.163 1.151
H 1.848 2.168 0.593
H -0.272 3.238 0.134
H -2.161 1.769 -0.580
H -2.322 -1.812 -1.063
H -3.107 -0.320 -1.105
H -2.551 -1.407 1.537
H -3.440 -0.074 0.874
H 0.296 -1.718 -0.194
N 3.155 -0.993 -0.607
N -3.027 -0.966 0.668
*
```

The value obtained for the HOMO energy is -8.71 eV. Its lowest unoccupied orbital energy is 0.9444 eV. Its SMILES is NCc1cccc(CN)c1. As for the molar mass: 136.2 g mol⁻¹. Its HOMO-LUMO gap is 9.6 eV.


<x>
DFT (ωB97M-V/def2-TZVPD) results for a structure of composition C8H12N2.

ORCA input file:
```
! wB97M-V def2-TZVPD RIJCOSX def2/J DEFGRID3
* xyz 0 1
C -2.758 0.544 1.458
C -1.393 0.119 0.526
C -1.221 0.164 -0.889
C 0.024 0.248 -1.460
C 1.228 0.036 -0.661
C 2.780 -0.272 -1.128
C 1.138 -0.103 0.699
C -0.208 -0.122 1.207
H -3.557 0.494 0.749
H -2.953 -0.421 2.154
H -2.288 1.374 2.140
H -2.318 0.085 -1.216
H -0.645 0.401 -3.597
H 1.012 0.865 -3.398
H 3.688 0.834 -0.981
H 3.246 -1.229 -0.400
H 2.610 -0.492 -2.347
H 2.014 -0.417 1.326
H -0.992 -0.724 3.278
H 0.600 -0.988 2.945
N 0.186 0.426 -2.909
N -0.191 -0.822 2.503
*
```

The value obtained for the HOMO energy is -6.93 eV. Its lowest unoccupied orbital energy is 0.9500 eV. As for the molar mass: 136.2 g mol⁻¹. Its HOMO-LUMO gap is 7.9 eV.


<w> comes first in stability; the runner-up is 96.5 kcal/mol higher.


<w>
DFT (ωB97M-V/def2-TZVPD) results for a cluster of 5 separate species, C10H15N5 in total.

ORCA input file:
```
! wB97M-V def2-TZVPD RIJCOSX def2/J DEFGRID3
* xyz 0 1
C -0.762 2.149 1.409
C -0.998 3.472 1.995
N -1.191 4.492 2.501
H -0.851 2.277 0.330
H -1.296 1.294 1.825
H 0.305 2.019 1.589
C -2.053 -1.819 3.275
C -2.623 -3.131 3.587
N -3.103 -4.127 3.821
H -2.541 -1.415 2.388
H -0.982 -1.928 3.105
H -2.247 -1.085 4.056
C -3.399 -0.769 -1.364
C -4.801 -0.714 -1.621
N -5.947 -0.709 -1.798
H -3.126 -1.779 -1.057
H -3.115 -0.089 -0.561
H -2.980 -0.497 -2.332
C 1.311 -0.029 -1.314
C 0.215 -0.396 -0.463
N -0.629 -0.706 0.307
H 1.470 1.048 -1.261
H 1.001 -0.408 -2.288
H 2.182 -0.555 -0.925
C 6.458 0.374 -2.599
C 5.223 1.001 -2.369
N 4.160 1.487 -2.269
H 6.456 -0.670 -2.287
H 7.262 0.802 -2.001
H 6.602 0.412 -3.679
*
```

The value obtained for the HOMO energy is -11.56 eV. Its lowest unoccupied orbital energy is 0.0284 eV. Its SMILES is CC#N.CC#N.CC#N.CC#N.CC#N. As for the molar mass: 205.3 g mol⁻¹. Its HOMO-LUMO gap is 11.6 eV.


<x>
DFT (ωB97M-V/def2-TZVPD) results for a cluster of 5 separate species, C10H15N5 in total.

ORCA input file:
```
! wB97M-V def2-TZVPD RIJCOSX def2/J DEFGRID3
* xyz 0 1
C -22.968 -2.315 22.422
C -23.752 -3.467 21.922
N -24.299 -4.390 21.557
H -22.891 -1.479 21.728
H -21.927 -2.592 22.593
H -23.456 -2.024 23.352
C -20.324 -2.969 23.434
C -20.247 -1.662 22.843
N -20.156 -0.581 22.421
H -19.380 -3.499 23.560
H -20.965 -3.580 22.798
H -20.744 -2.749 24.415
C -22.536 3.724 19.226
C -21.286 4.217 18.607
N -20.319 4.632 18.115
H -23.324 4.408 18.912
H -22.547 3.653 20.314
H -22.894 2.754 18.879
C -21.147 -2.803 18.701
C -20.317 -1.557 18.825
N -19.704 -0.578 18.979
H -20.487 -3.670 18.669
H -21.724 -2.747 17.778
H -21.767 -2.904 19.592
C -21.681 -0.329 20.976
C -22.467 0.936 20.650
N -23.051 1.933 20.356
H -20.605 -0.197 20.863
H -22.002 -1.180 20.375
H -21.891 -0.603 22.010
*
```

The value obtained for the HOMO energy is -10.13 eV. Its lowest unoccupied orbital energy is -0.0296 eV. Its SMILES is CC#N.CC#N.CC#N.CC#N.CC#N. As for the molar mass: 205.3 g mol⁻¹. Its HOMO-LUMO gap is 10.1 eV.


<w> comes first in stability; the runner-up is 129.8 kcal/mol higher.